Record 1
ORCA calculation (wB97M-V/def2-TZVPD) on a single C6H3F3N4O molecule at a distorted geometry.

Cartesian coordinates (Å):
N: -1.5037 2.6804 -1.7438
C: -1.0289 1.7752 -1.2238
C: -0.4346 0.5955 -0.6668
N: -0.2099 -0.5998 -1.3246
C: 0.4543 -1.4767 -0.4669
C: 0.8076 -2.9319 -0.7524
F: -0.3396 -3.6348 -0.8107
F: 1.4519 -3.1157 -1.9618
F: 1.5674 -3.4686 0.2245
N: 0.6192 -0.8861 0.6847
C: 0.1167 0.4349 0.5800
C: 0.1590 1.4390 1.7199
N: -0.5132 2.6448 1.7454
O: 0.8985 1.3132 2.6700
H: -0.3901 -0.7615 -2.3301
H: -0.4450 3.1068 2.6422
H: -1.2097 2.8855 1.0140

As for the HOMO-LUMO gap: 0.3672 Eh. As for the charge: 0. The total energy comes out at -824.32179 a.u. Its energy relative to the best compared isomer or geometry (same formula, charge and spin) is 0.0 kcal/mol. As for the SMILES: N#Cc1[nH]c(C(F)(F)F)nc1C(N)=O.

---

Record 2
ORCA calculation (wB97M-V/def2-TZVPD) on a 2-piece molecular cluster, C6H3F6NO2 overall at a distorted geometry.

Cartesian coordinates (Å):
F: 0.8398 -2.7518 0.5645
C: 0.1654 -1.8090 -0.0641
C: 0.5762 -0.4308 0.5086
C: -0.2895 0.5163 0.7862
N: -1.8977 0.1606 0.6447
F: -2.6003 1.3909 0.2801
C: -2.1755 -0.7253 -0.4014
F: -1.7720 -0.2394 -1.5790
F: -3.5282 -0.9929 -0.5661
C: -1.3250 -2.0944 -0.0638
F: -1.6501 -2.6161 1.1662
F: -1.6150 -3.0973 -0.9448
H: 0.5489 -1.8337 -1.2313
H: 1.6006 -0.5034 0.8481
H: -0.3060 1.5577 1.1771
O: -0.6938 3.0919 -1.7700
C: -1.7300 3.0668 -2.1964
O: -2.8109 3.0607 -2.6525

As for the HOMO-LUMO gap: 0.4135 Eh. As for the charge: 0. The total energy comes out at -1034.77270 a.u. Its energy relative to the best compared isomer or geometry (same formula, charge and spin) is 0.0 kcal/mol. As for the SMILES: F[C@@H]1C=CN(F)C(F)(F)C1(F)F.O=C=O.

---

Record 3
ORCA calculation (wB97M-V/def2-TZVPD) on C6H3GdO5 as an isolated structure at a distorted geometry.

Cartesian coordinates (Å):
C: -0.7255 -0.8045 -1.5857
C: -0.1040 0.4915 -1.0452
O: 1.8202 1.3992 -2.4831
C: 0.9947 1.0316 -1.8350
O: -1.1534 -1.5998 -0.7861
H: -0.7709 -0.9539 -2.6769
Gd: -2.3975 -3.7512 -0.5272
O: 0.2816 0.7307 2.5707
C: 1.1780 -0.2434 2.2300
C: -0.3289 1.1718 1.4484
O: 1.8571 -0.8583 2.9815
O: 1.1174 -0.3943 0.8884
C: 0.2076 0.5192 0.4058
H: -1.0716 1.9610 1.5198
H: -0.9048 1.3003 -1.1056

Its spin multiplicity is 8. As for the HOMO-LUMO gap (alpha / beta): 0.3463 / 0.1777 Eh. As for the charge: +4. The total energy comes out at -1370.30043 a.u.

---

Record 4
ORCA calculation (wB97M-V/def2-TZVPD) on C6H3HgO5 as an isolated structure at a distorted geometry.

Cartesian coordinates (Å):
C: 0.9634 0.0059 -1.2442
C: 1.3133 -0.2632 0.0775
O: 3.1987 -1.7921 0.6867
C: 2.3462 -1.1178 0.4039
O: -0.1690 0.6269 -1.3563
H: 1.5446 -0.1973 -2.1463
Hg: -1.7187 1.0112 -3.5767
H: 0.9342 0.8145 1.6764
O: -1.9445 0.4111 0.2568
C: -1.8597 -0.6557 1.1103
C: -0.7161 0.9822 0.0695
O: -2.7720 -1.3482 1.4040
O: -0.5965 -0.7778 1.5439
C: 0.2210 0.2271 0.9935
H: -0.7449 2.0733 0.1010

Its spin multiplicity is 2. As for the HOMO-LUMO gap (alpha / beta): 0.3407 / 0.2153 Eh. As for the charge: +2. The total energy comes out at -759.28270 a.u. Its energy relative to the best compared isomer or geometry (same formula, charge and spin) is 0.0 kcal/mol.

---

Record 5
ORCA calculation (wB97M-V/def2-TZVPD) on C6H3N3O2S as an isolated structure.

Cartesian coordinates (Å):
C: -0.8459 -0.4840 -0.0096
C: -1.1901 0.8319 0.0057
C: -0.1989 1.8638 0.0317
C: 1.1279 1.5647 0.0271
C: 1.5165 0.1896 0.0036
C: 0.5356 -0.8669 -0.0165
H: -2.2460 1.0928 0.0039
H: -0.5272 2.8976 0.0539
H: 1.8965 2.3296 0.0377
N: -1.9232 -1.4841 -0.0050
N: 2.7698 -0.2568 -0.0150
N: 1.0767 -2.0824 -0.0585
O: -1.6174 -2.6327 0.2383
O: -3.0568 -1.0928 -0.2382
S: 2.6824 -1.8703 -0.0592

As for the HOMO-LUMO gap: 0.3115 Eh. As for the charge: 0. The total energy comes out at -943.28095 a.u. Its energy relative to the best compared isomer or geometry (same formula, charge and spin) is 0.0 kcal/mol.

---

Record 6
ORCA calculation (wB97M-V/def2-TZVPD) on a 2-piece molecular cluster, C6H3O2S overall at a distorted geometry.

Cartesian coordinates (Å):
C: 0.3078 1.3080 0.1251
C: 0.8310 -0.1752 -0.0055
C: -0.3638 0.0781 -0.4535
C: 2.1618 -1.9105 0.6288
C: 0.2804 2.4370 0.6349
C: -1.7429 -0.2134 -0.8149
O: 2.5189 -2.3399 -0.3975
O: 0.2566 3.5325 1.1001
S: 2.1828 -1.7865 2.1925
H: -1.8317 -0.1745 -1.8704
H: -2.4911 0.4179 -0.5284
H: -2.1098 -1.1736 -0.6113

Its spin multiplicity is 3. As for the HOMO-LUMO gap (alpha / beta): 0.1432 / 0.2660 Eh. As for the charge: -1. The total energy comes out at -778.89768 a.u. Its energy relative to the best compared isomer or geometry (same formula, charge and spin) is 0.0 kcal/mol.

---

Record 7
ORCA calculation (wB97M-V/def2-TZVPD) on C6H3O5V as an isolated structure at a distorted geometry.

Cartesian coordinates (Å):
C: -1.8528 0.7017 -0.3066
C: -0.9378 0.8327 0.7885
O: -0.8296 3.0212 2.0078
C: -0.8358 2.0630 1.4170
O: -1.4056 0.6905 -1.4676
H: -2.9358 0.6933 -0.1182
V: -1.9724 0.6141 -3.1781
O: 0.8426 -2.0080 -0.1918
C: 1.8721 -0.9628 -0.2262
C: -0.1755 -1.5677 0.4261
O: 2.8823 -1.1086 -0.7958
O: 1.3687 0.0666 0.4220
C: 0.0894 -0.2323 0.9603
H: -1.0362 -2.2148 0.6089
H: -0.2761 -0.2197 2.1095

Its spin multiplicity is 4. As for the HOMO-LUMO gap (alpha / beta): 0.2651 / 0.2878 Eh. As for the charge: +3. The total energy comes out at -1549.19910 a.u.

---

Record 8
ORCA calculation (wB97M-V/def2-TZVPD) on a single C6H4 molecule at a distorted geometry.

Cartesian coordinates (Å):
C: 1.1553 1.9392 -0.8634
C: 0.5943 0.9057 -0.6368
C: -0.1356 -0.2867 -0.3287
C: -0.7148 -1.0380 -1.3018
C: -0.3149 -0.5656 1.0721
C: -0.4766 -0.7750 2.2642
H: 1.6958 2.8019 -1.1072
H: -0.5536 -0.8115 -2.3344
H: -1.2433 -1.9569 -1.0690
H: -0.5449 -1.1108 3.2774

As for the HOMO-LUMO gap: 0.3464 Eh. As for the charge: 0. The total energy comes out at -230.86676 a.u. Its energy relative to the best compared isomer or geometry (same formula, charge and spin) is 6.2 kcal/mol. As for the SMILES: C#CC(=C)C#C.

---

> What is the total energy in the third record?

-1370.30043 a.u.